The ion C14H19O with charge +1 in a non-equilibrium geometry, computed with wB97M-V/def2-TZVPD.

## Properties
- HOMO-LUMO gap: 5.8 eV

```
! wB97M-V def2-TZVPD RIJCOSX def2/J DEFGRID3
* xyz 1 1
C 2.21 1.18 1.56
O 0.91 1.60 1.20
C 0.08 0.51 0.79
C -1.38 0.89 1.20
C -2.33 -0.11 1.42
C -3.66 0.22 1.71
C -4.06 1.56 1.79
C -3.09 2.55 1.70
C -1.77 2.23 1.40
H 2.79 2.09 1.68
H 2.22 0.61 2.51
H 2.63 0.55 0.76
H 0.35 -0.45 1.28
H -1.97 -1.14 1.48
H -4.38 -0.58 1.89
H -5.10 1.82 1.97
H -3.34 3.59 1.86
H -0.98 2.99 1.45
C 2.03 0.88 -2.39
C 1.33 -0.15 -1.54
C 0.15 0.31 -0.73
C 1.66 -1.49 -1.78
C 0.98 -2.62 -1.38
C 1.49 -4.01 -1.57
H 2.93 0.48 -2.88
H 1.36 1.22 -3.20
H 2.36 1.76 -1.81
H -0.63 -0.42 -0.98
H -0.14 1.26 -1.20
H 2.51 -1.68 -2.46
H 0.00 -2.50 -0.93
H 0.77 -4.70 -1.13
H 1.61 -4.31 -2.61
H 2.45 -4.15 -1.08
*
```

A cluster of 3 separate species, C42H38NO8S2 in total in a non-equilibrium geometry, computed with wB97M-V/def2-TZVPD.

## Properties
- HOMO-LUMO gap: 5.5 eV

```
! wB97M-V def2-TZVPD RIJCOSX def2/J DEFGRID3
* xyz -1 1
C 10.85 -3.20 -3.23
C 9.60 -2.30 -3.83
C 8.86 -1.40 -2.68
C 7.35 -1.96 -2.33
C 6.19 -0.76 -2.33
C 4.79 -1.49 -2.77
S 3.53 -0.29 -3.55
O 3.66 1.14 -2.94
O 3.95 -0.17 -5.05
N 1.96 -1.03 -3.33
S 0.79 -0.41 -4.50
O 1.19 1.11 -4.71
O 0.89 -1.06 -5.89
C -0.92 -0.39 -3.75
C -1.62 -1.86 -3.57
C -1.20 -3.24 -4.36
C -2.02 -4.63 -4.05
C -3.26 -4.70 -2.98
C -3.73 -3.34 -2.16
C -2.87 -1.95 -2.47
C -3.34 -0.61 -1.59
H 10.94 -3.10 -2.05
H 11.89 -2.90 -3.70
H 10.65 -4.31 -3.55
H 8.87 -3.04 -4.39
H 10.09 -1.57 -4.62
H 8.75 -0.31 -3.09
H 9.50 -1.41 -1.69
H 7.34 -2.55 -1.30
H 7.05 -2.75 -3.17
H 6.11 -0.43 -1.19
H 6.51 0.14 -2.99
H 4.92 -2.39 -3.50
H 4.26 -1.87 -1.77
H -1.64 0.40 -4.29
H -0.80 0.04 -2.64
H -0.31 -3.25 -5.12
H -1.72 -5.62 -4.61
H -3.82 -5.71 -2.77
H -4.63 -3.34 -1.38
H -2.79 -0.71 -0.54
H -3.03 0.40 -2.09
H -4.50 -0.64 -1.33
C -8.85 -2.40 2.42
C -10.07 -1.83 2.76
C -10.16 -0.45 2.99
C -9.01 0.34 2.89
C -7.78 -0.24 2.58
C -7.70 -1.61 2.33
C -6.56 0.59 2.53
O -5.48 0.08 2.25
C -6.65 2.03 2.82
C -5.49 2.81 2.83
C -5.57 4.18 3.10
C -6.81 4.77 3.35
C -7.97 4.00 3.34
C -7.89 2.62 3.09
C -9.11 1.80 3.12
O -10.20 2.32 3.35
H -8.78 -3.47 2.23
H -10.96 -2.45 2.84
H -11.12 -0.01 3.25
H -6.75 -2.07 2.07
H -4.52 2.36 2.64
H -4.67 4.79 3.11
H -6.87 5.84 3.55
H -8.93 4.46 3.54
C 1.47 1.31 -0.84
C 0.88 2.56 -0.66
C 1.03 3.23 0.56
C 1.78 2.65 1.59
C 2.35 1.39 1.41
C 2.21 0.73 0.19
C 3.10 0.75 2.51
O 3.60 -0.36 2.35
C 3.21 1.45 3.81
C 3.87 0.82 4.88
C 3.99 1.48 6.10
C 3.48 2.77 6.26
C 2.82 3.39 5.19
C 2.68 2.72 3.97
C 1.95 3.38 2.86
O 1.50 4.50 3.00
H 1.36 0.79 -1.79
H 0.29 3.01 -1.45
H 0.57 4.21 0.69
H 2.67 -0.25 0.04
H 4.28 -0.18 4.76
H 4.50 0.99 6.93
H 3.58 3.28 7.21
H 2.42 4.39 5.33
*
```

A cluster of 2 separate species, CH8N2S2 in total in a non-equilibrium geometry, computed with wB97M-V/def2-TZVPD.

## Properties
- HOMO-LUMO gap: 9.7 eV

```
! wB97M-V def2-TZVPD RIJCOSX def2/J DEFGRID3
* xyz 0 1
N 1.43 1.93 1.28
C 2.37 2.95 0.78
N 3.67 3.06 1.45
H 1.78 1.07 0.87
H 1.42 1.84 2.28
H 2.58 2.67 -0.25
H 1.87 3.91 0.73
H 3.51 3.14 2.44
H 4.13 2.17 1.30
S -1.16 -2.31 -1.48
S -2.71 -1.78 -0.33
H -0.22 -1.40 -1.16
H -3.40 -0.97 -1.13
*
```

A structure of composition C3H4GaO3 in a non-equilibrium geometry, computed with wB97M-V/def2-TZVPD.

## Properties
- HOMO-LUMO gap (alpha / beta): 6.8 / 6.5 eV
- Expectation value of S²: 0.762

```
! wB97M-V def2-TZVPD RIJCOSX def2/J DEFGRID3
* xyz 0 2
H 1.19 1.36 -2.76
O -0.08 -2.45 -1.15
O -0.47 0.40 -2.11
C 0.63 0.92 -1.91
C 2.05 -1.35 -0.43
O 1.62 -2.27 0.56
C 0.53 -1.66 -0.24
H 0.92 1.17 -0.87
H 2.71 -0.57 -0.02
H 2.49 -1.81 -1.33
Ga -1.14 -0.89 -0.78
*
```

A cluster of 2 separate species, C9H10Br2 in total in a non-equilibrium geometry, computed with wB97M-V/def2-TZVPD.

## Properties
- HOMO-LUMO gap: 9.0 eV

```
! wB97M-V def2-TZVPD RIJCOSX def2/J DEFGRID3
* xyz 0 1
C -1.65 0.92 1.99
C -0.90 0.33 1.08
C 0.88 0.37 0.98
C 1.89 -0.29 0.16
Br 3.73 -0.05 0.39
C 1.03 -1.04 -1.00
C 0.26 -0.16 -1.94
C -0.95 0.19 -1.46
C -1.27 -0.54 -0.12
C -0.19 -1.65 -0.19
H -1.23 1.46 2.71
H -2.69 0.75 1.74
H 1.37 0.75 1.92
H 1.81 -1.75 -1.54
H 0.77 0.25 -2.73
H -1.78 0.83 -1.81
H -2.31 -0.86 -0.08
H -0.04 -1.88 0.88
H -0.52 -2.73 -0.60
Br 0.82 3.23 -0.27
H 0.96 1.87 -0.09
*
```

The ion C23H44NO3 with charge +1 in a non-equilibrium geometry, computed with wB97M-V/def2-TZVPD.

## Properties
- HOMO-LUMO gap: 10.5 eV

```
! wB97M-V def2-TZVPD RIJCOSX def2/J DEFGRID3
* xyz 1 1
C 5.60 -2.39 0.76
C 4.55 -1.94 1.78
C 3.41 -2.94 1.91
C 2.41 -2.55 3.00
C 1.31 -3.58 3.22
C 0.37 -3.80 2.02
C -0.49 -2.58 1.68
O 0.27 -1.48 1.16
C 0.67 -1.54 -0.09
O 0.44 -2.41 -0.88
C 1.50 -0.28 -0.39
N 1.97 -0.14 -1.79
C 2.75 1.11 -1.89
C 2.85 -1.28 -2.13
C 0.83 -0.13 -2.75
C -0.10 1.09 -2.69
O -0.64 1.22 -1.40
C -1.70 2.18 -1.32
C -3.04 1.69 -1.91
C -4.01 1.84 -0.72
C -3.68 0.71 0.26
C -2.31 1.13 0.82
C -2.04 2.49 0.15
C -1.00 3.34 0.86
C -3.47 3.08 0.01
C -4.16 3.37 1.34
C -3.57 4.37 -0.81
H 5.14 -2.60 -0.20
H 6.08 -3.29 1.11
H 6.36 -1.62 0.63
H 4.15 -0.96 1.50
H 5.03 -1.82 2.75
H 2.90 -3.04 0.94
H 3.83 -3.92 2.15
H 1.97 -1.58 2.77
H 2.96 -2.44 3.94
H 1.77 -4.54 3.46
H 0.71 -3.27 4.08
H -0.32 -4.61 2.27
H 0.93 -4.10 1.14
H -1.25 -2.86 0.94
H -0.98 -2.18 2.57
H 2.36 -0.28 0.29
H 0.86 0.58 -0.15
H 2.16 1.95 -1.53
H 3.03 1.28 -2.93
H 3.65 1.03 -1.29
H 3.67 -1.34 -1.41
H 2.28 -2.20 -2.10
H 3.27 -1.14 -3.12
H 0.24 -1.03 -2.55
H 1.24 -0.19 -3.76
H -0.89 0.91 -3.43
H 0.43 2.01 -2.98
H -1.34 3.09 -1.83
H -3.35 2.28 -2.76
H -2.96 0.65 -2.22
H -5.05 1.87 -1.02
H -4.43 0.63 1.04
H -3.63 -0.26 -0.25
H -2.33 1.24 1.91
H -1.53 0.42 0.58
H -0.05 2.80 0.93
H -1.33 3.57 1.87
H -0.83 4.27 0.32
H -4.04 2.57 2.07
H -5.23 3.51 1.17
H -3.77 4.28 1.78
H -3.16 4.28 -1.81
H -4.61 4.66 -0.90
H -3.04 5.18 -0.30
*
```

The molecule C4H6N2O, computed with wB97M-V/def2-TZVPD.

## Properties
- HOMO-LUMO gap: 7.1 eV

```
! wB97M-V def2-TZVPD RIJCOSX def2/J DEFGRID3
* xyz 0 1
N -1.62 0.21 0.62
C -0.85 -0.13 -0.66
C -0.03 1.07 -0.91
C 1.32 0.94 -0.65
C 1.32 -0.40 -0.16
O 2.39 -1.07 0.26
N 0.14 -1.03 -0.14
H -2.19 -0.56 0.96
H -2.21 1.03 0.50
H -0.51 1.98 -1.29
H -0.91 0.43 1.35
H 3.10 -0.42 0.17
H 0.03 -2.03 -0.05
*
```

The ion C6H12N with charge +1 in a non-equilibrium geometry, computed with wB97M-V/def2-TZVPD.

## Properties
- HOMO-LUMO gap (alpha / beta): 9.7 / 5.9 eV

```
! wB97M-V def2-TZVPD RIJCOSX def2/J DEFGRID3
* xyz 1 1
C 0.95 0.37 0.57
C 0.40 -1.54 0.01
C 0.28 -0.70 1.31
C 0.70 -0.27 -0.80
C -0.50 -0.82 2.43
C -0.13 1.61 -1.96
N -0.49 0.29 -1.46
H 0.73 1.43 0.76
H 2.08 0.46 0.84
H 1.22 -2.24 -0.01
H -0.58 -2.03 -0.39
H -1.54 -0.38 2.15
H -0.06 -0.31 3.37
H -0.87 -1.90 2.65
H -0.07 2.32 -1.18
H 0.71 1.52 -2.54
H -0.77 2.12 -2.62
H -0.72 -0.28 -2.24
H -1.36 0.34 -0.89
*
```

The molecule C4H5NO in a non-equilibrium geometry, computed with wB97M-V/def2-TZVPD.

## Properties
- HOMO-LUMO gap: 10.9 eV

```
! wB97M-V def2-TZVPD RIJCOSX def2/J DEFGRID3
* xyz 0 1
C -1.08 -0.62 0.50
C 0.27 0.09 0.37
C 0.13 1.36 -0.36
N -0.32 2.30 -0.85
C 1.35 -0.40 -0.58
O 1.41 -1.44 -1.18
H -1.77 0.02 1.05
H -1.50 -0.81 -0.49
H -0.99 -1.57 1.04
H 0.70 0.36 1.34
H 1.80 0.73 -0.84
*
```

The molecule C3H4FN3O in a non-equilibrium geometry, computed with wB97M-V/def2-TZVPD.

## Properties
- HOMO-LUMO gap: 9.2 eV

```
! wB97M-V def2-TZVPD RIJCOSX def2/J DEFGRID3
* xyz 0 1
N 0.93 1.86 1.79
C 0.47 0.90 0.87
C 1.11 -0.37 0.60
C 0.35 -0.92 -0.38
F 0.53 -1.94 -1.17
N -0.71 -0.07 -0.56
O -1.89 -0.41 -1.17
N -0.64 1.04 0.16
H 1.36 1.42 2.62
H 0.22 2.49 2.03
H 2.06 -0.70 1.04
H -1.91 0.07 -2.01
*
```

The molecule C4H4N4 in a non-equilibrium geometry, computed with wB97M-V/def2-TZVPD.

## Properties
- HOMO-LUMO gap: 10.2 eV

```
! wB97M-V def2-TZVPD RIJCOSX def2/J DEFGRID3
* xyz 0 1
C 1.39 0.71 -0.37
N 1.63 -0.49 -0.61
C 0.79 -1.14 0.44
N -0.46 -1.33 0.54
C -1.28 -0.81 -0.43
N -1.53 0.44 -0.59
C -0.80 1.16 0.39
N 0.49 1.20 0.59
H 1.87 1.49 -1.09
H 1.34 -1.73 1.15
H -2.00 -1.57 -0.88
H -1.45 2.05 0.87
*
```

A cluster of 10 separate species, C22H52N6O18 in total in a non-equilibrium geometry, computed with wB97M-V/def2-TZVPD.

## Properties
- HOMO-LUMO gap: 4.4 eV

```
! wB97M-V def2-TZVPD RIJCOSX def2/J DEFGRID3
* xyz 2 1
C 4.96 -0.83 -1.66
C 4.61 -0.08 -2.87
O 3.61 0.51 -3.09
N 5.74 0.09 -3.89
H 6.58 0.15 -3.32
H 5.73 -0.80 -4.41
C 5.52 1.19 -4.89
H 5.65 -0.24 -1.04
H 5.52 -1.76 -1.82
H 4.16 -0.96 -0.95
H 6.27 1.05 -5.66
H 5.66 2.13 -4.35
H 4.50 1.15 -5.26
C 0.44 2.08 3.56
C -0.21 1.34 4.66
O 0.03 0.23 4.91
N -1.17 2.15 5.52
H -1.09 1.81 6.48
H -0.89 3.13 5.39
C -2.60 1.87 5.12
H 0.73 1.38 2.79
H 1.38 2.49 3.93
H -0.14 2.90 3.13
H -3.19 2.38 5.88
H -2.86 0.81 5.12
H -2.76 2.34 4.15
C -1.29 -0.71 -0.71
C -0.37 -0.13 0.30
O -0.29 -0.33 1.47
N 0.60 0.82 -0.27
H 0.33 1.05 -1.24
H 0.62 1.76 0.15
C 2.01 0.27 -0.17
H -1.98 -1.41 -0.24
H -0.76 -1.19 -1.54
H -1.83 0.10 -1.20
H 2.51 0.67 0.71
H 2.50 0.58 -1.09
H 2.05 -0.81 -0.23
C -4.34 -2.94 2.08
C -3.22 -2.32 2.85
O -3.05 -1.18 3.03
N -2.16 -3.30 3.37
H -2.61 -3.95 4.02
H -1.95 -3.93 2.58
C -0.99 -2.64 4.05
H -5.13 -2.22 1.89
H -4.65 -3.82 2.65
H -4.01 -3.24 1.09
H -0.32 -3.39 4.48
H -1.45 -1.97 4.77
H -0.46 -2.09 3.27
C -0.46 -4.21 -2.56
C -1.90 -4.04 -2.87
O -2.60 -3.34 -2.23
N -2.48 -4.80 -4.05
H -1.83 -4.80 -4.85
H -2.72 -5.78 -3.87
C -3.78 -4.22 -4.56
H -0.17 -4.89 -1.75
H -0.05 -3.29 -2.14
H 0.15 -4.53 -3.41
H -4.42 -5.04 -4.85
H -3.64 -3.45 -5.32
H -4.35 -3.69 -3.80
C -2.96 2.33 0.79
C -2.31 3.58 1.26
O -2.22 3.88 2.39
N -1.83 4.50 0.22
H -1.08 5.05 0.64
H -1.42 3.95 -0.55
C -2.84 5.50 -0.33
H -2.41 1.78 0.03
H -3.95 2.57 0.40
H -3.00 1.62 1.62
H -2.46 6.48 -0.06
H -3.81 5.26 0.10
H -2.92 5.37 -1.40
O 2.95 0.10 3.10
C 3.67 -0.86 2.39
O 4.62 -0.47 1.66
O 3.30 -2.05 2.49
H 3.15 0.93 2.60
O 2.89 -3.79 -2.58
C 2.44 -2.71 -3.33
O 2.41 -2.75 -4.57
O 2.04 -1.67 -2.71
H 2.77 -3.34 -1.72
O 2.58 4.89 1.81
C 2.20 3.62 1.41
O 0.99 3.44 1.00
O 2.97 2.65 1.52
H 1.86 5.40 1.42
O -1.60 2.70 -4.09
C -0.91 2.17 -3.02
O -0.81 2.84 -1.96
O -0.45 1.02 -3.16
H -1.50 1.92 -4.67
*
```

A cluster of 10 separate species, C6H31NO10 in total in a non-equilibrium geometry, computed with wB97M-V/def2-TZVPD.

## Properties
- HOMO-LUMO gap: 9.6 eV

```
! wB97M-V def2-TZVPD RIJCOSX def2/J DEFGRID3
* xyz 0 1
C -0.10 1.78 1.22
C -1.63 1.75 1.41
C -2.41 1.28 0.20
C -2.12 -0.19 -0.22
C -2.30 -1.19 0.87
O -2.64 -1.00 2.03
N -1.86 -2.47 0.52
C -1.37 -2.82 -0.82
H 0.39 2.52 1.85
H 0.15 1.94 0.16
H 0.35 0.84 1.59
H -1.90 2.79 1.59
H -1.90 1.15 2.27
H -2.01 1.87 -0.64
H -3.50 1.37 0.38
H -2.63 -0.53 -1.11
H -1.06 -0.25 -0.54
H -1.63 -3.13 1.24
H -0.27 -2.70 -0.69
H -1.66 -2.18 -1.63
H -1.60 -3.86 -1.04
O 2.21 0.64 -2.17
H 1.79 1.27 -2.79
H 2.19 1.07 -1.30
O 1.19 -1.85 2.37
H 0.51 -1.41 1.82
H 1.25 -1.29 3.15
O -1.36 2.77 -2.82
H -1.62 1.84 -2.95
H -1.95 3.22 -2.22
O -0.42 -0.67 -2.91
H -0.18 -0.77 -3.83
H 0.37 -0.53 -2.37
O 1.98 3.20 -0.62
H 1.28 3.69 -1.08
H 2.53 2.99 -1.40
O 1.77 -1.96 -2.24
H 2.31 -1.98 -1.43
H 2.22 -2.50 -2.91
O -0.56 -0.82 4.02
H -1.34 -0.27 4.17
H -0.98 -1.50 3.45
O 3.11 -1.93 0.38
H 2.43 -2.57 0.57
H 3.47 -1.60 1.22
O 3.31 1.23 1.37
H 3.12 2.15 1.19
H 3.06 0.61 0.69
*
```